Arrangement a

C5H24N2O7 | ωB97M-V/def2-TZVPD

Output
LUMO level: -0.03 eV
Orbital gap: 8.94 eV

Last columns: bonded neighbours and bond lengths (Å).
CARTESIAN COORDINATES (ANGSTROEM)
1 C -0.892 -3.064 0.222  N2 1.511, H9 1.138, H10 1.096, H11 1.121
2 N -0.905 -2.337 -1.103  C1 1.511, C3 1.414, H12 1.075
3 C -1.177 -0.962 -1.288  N2 1.414, O4 1.239, C5 1.480
4 O -1.397 -0.589 -2.449  C3 1.239
5 C -1.268 0.181 -0.352  C3 1.480, N6 1.451, H13 1.144, H14 1.189
6 N -0.036 0.939 -0.469  C5 1.451, C7 1.438, C8 1.514
7 C 0.879 0.355 0.475  N6 1.438, H15 1.150, H16 1.149, H17 1.071
8 C -0.341 2.362 -0.052  N6 1.514, H18 1.125, H19 1.134, H20 1.019
9 H -1.250 -2.378 1.057  C1 1.138
10 H 0.159 -3.330 0.379  C1 1.096
11 H -1.459 -4.032 0.205  C1 1.121
12 H -0.683 -2.999 -1.920  N2 1.075
13 H -1.489 -0.180 0.711  C5 1.144
14 H -2.146 0.800 -0.862  C5 1.189
15 H 0.451 0.307 1.542  C7 1.150
16 H 1.789 1.054 0.531  C7 1.149
17 H 1.256 -0.593 0.148  C7 1.071
18 H -0.811 2.536 0.955  C8 1.125
19 H -1.110 2.844 -0.732  C8 1.134
20 H 0.548 2.816 -0.258  C8 1.019
21 O 0.237 -0.793 3.119  H22 0.974, H23 1.010
22 H -0.036 -1.552 3.664  O21 0.974
23 H 1.004 -1.199 2.601  O21 1.010
24 O -4.088 0.355 -1.790  H25 1.026, H26 0.931
25 H -3.212 0.835 -2.023  O24 1.026
26 H -3.900 -0.557 -1.789  O24 0.931
27 O -0.177 2.041 -3.210  H28 0.917, H29 0.821
28 H -0.524 1.241 -2.927  O27 0.917
29 H 0.634 1.918 -3.181  O27 0.821
30 O 2.712 -0.875 1.782  H31 0.952, H32 0.897
31 H 3.582 -0.491 1.731  O30 0.952
32 H 2.575 -1.471 1.126  O30 0.897
33 O 3.694 0.273 -1.402  H34 0.888, H35 0.916
34 H 3.801 -0.509 -1.807  O33 0.888
35 H 2.887 0.674 -1.568  O33 0.916
36 O -0.001 2.301 2.769  H37 1.008, H38 0.881
37 H 0.312 1.344 2.731  O36 1.008
38 H 0.383 2.733 3.433  O36 0.881


Arrangement b

C5H24N2O7 | ωB97M-V/def2-TZVPD

Output
LUMO level: 0.16 eV
Orbital gap: 8.26 eV

Last columns: bonded neighbours and bond lengths (Å).
CARTESIAN COORDINATES (ANGSTROEM)
1 C -0.841 -2.370 -1.397  C2 1.336, H9 1.099, H10 1.040
2 C -0.534 -1.081 -1.220  C1 1.336, N3 1.411, C4 1.437
3 N -0.709 -0.163 -2.278  C2 1.411, H11 1.017, H12 1.052
4 C 0.273 -0.577 -0.144  C2 1.437, C5 1.425, H13 1.145, H14 1.089
5 C 0.877 -1.543 0.711  C4 1.425, N6 1.498, C7 1.628, H15 1.004
6 N -0.082 -2.110 1.713  C5 1.498, H16 0.925, H17 1.012
7 C 1.928 -0.744 1.663  C5 1.628, O8 1.384, H18 1.197, H19 1.174
8 O 1.348 0.401 2.179  C7 1.384, H20 0.962
9 H -1.232 -2.623 -2.392  C1 1.099
10 H -0.919 -3.230 -0.817  C1 1.040
11 H -1.270 -0.584 -3.014  N3 1.017
12 H -0.640 0.851 -2.005  N3 1.052
13 H 1.070 0.203 -0.404  C4 1.145
14 H -0.457 -0.061 0.478  C4 1.089
15 H 1.415 -2.315 0.361  C5 1.004
16 H -0.472 -1.384 2.132  N6 0.925
17 H -0.800 -2.542 1.146  N6 1.012
18 H 2.476 -1.492 2.421  C7 1.197
19 H 2.902 -0.387 1.115  C7 1.174
20 H 1.257 0.338 3.135  O8 0.962
21 O -1.698 0.147 2.463  H22 0.971, H23 0.922
22 H -1.792 0.269 3.422  O21 0.971
23 H -2.593 0.295 2.298  O21 0.922
24 O 2.991 2.349 -1.491  H25 0.883, H26 1.010
25 H 3.582 1.945 -0.975  O24 0.883
26 H 2.034 2.106 -1.706  O24 1.010
27 O -0.110 2.656 2.059  H28 0.877, H29 0.877
28 H 0.724 2.919 2.009  O27 0.877
29 H -0.221 1.788 2.108  O27 0.877
30 O 2.236 -0.225 -3.287  H31 1.004, H32 0.962
31 H 1.821 -1.022 -2.839  O30 1.004
32 H 1.842 0.587 -2.954  O30 0.962
33 O -1.504 2.540 -1.257  H34 0.980, H35 0.978
34 H -1.102 3.367 -1.594  O33 0.980
35 H -1.657 2.723 -0.308  O33 0.978
36 O -3.327 -0.255 -0.005  H37 1.062, H38 1.021
37 H -3.780 -1.070 -0.513  O36 1.062
38 H -3.035 0.294 -0.815  O36 1.021


Top of the stability list: arrangement b, leading by 0.137 eV.


Arrangement a

C2H6ClNO3S | ωB97M-V/def2-TZVPD

Output
LUMO level: -2.55 eV
Orbital gap: 7.43 eV

Last columns: bonded neighbours and bond lengths (Å).
CARTESIAN COORDINATES (ANGSTROEM)
1 C -0.206 0.134 -0.264  C2 1.497, H4 1.076, H5 1.049, S13 1.745
2 C 0.787 0.750 0.671  C1 1.497, H6 1.158, H7 1.080, N9 1.459
3 H -0.973 -2.497 -1.266  no bonds
4 H -0.572 0.728 -1.083  C1 1.076
5 H 0.282 -0.739 -0.582  C1 1.049
6 H 1.043 -0.209 1.269  C2 1.158
7 H 0.496 1.629 1.226  C2 1.080
8 H 1.849 2.089 -0.506  N9 0.982
9 N 1.997 1.334 0.103  C2 1.459, H8 0.982, Cl14 1.716
10 O -2.097 -1.302 -0.969  S13 1.621
11 O -2.628 0.276 0.868  S13 1.456
12 O -1.067 -1.763 1.114  S13 1.405
13 S -1.598 -0.656 0.431  C1 1.745, O10 1.621, O11 1.456, O12 1.405
14 Cl 2.685 0.225 -1.011  N9 1.716


Arrangement b

C2H6ClNO3S | ωB97M-V/def2-TZVPD

Output
LUMO level: 0.33 eV
Orbital gap: 10.28 eV

Last columns: bonded neighbours and bond lengths (Å).
CARTESIAN COORDINATES (ANGSTROEM)
1 C -1.442 1.237 -0.437  C2 1.473, Cl8 1.799, H9 1.067, H10 1.092
2 C -1.692 -0.069 0.197  C1 1.473, N3 1.289, H11 1.106
3 N -1.192 -1.218 -0.104  C2 1.289, H12 1.030
4 O 2.194 0.651 -1.187  S7 1.475
5 O 1.628 -1.686 -0.453  S7 1.650, H14 0.988
6 O 2.562 -0.071 1.201  S7 1.651, H13 0.937
7 S 1.533 -0.079 -0.090  O4 1.475, O5 1.650, O6 1.651
8 Cl -1.007 2.493 0.775  C1 1.799
9 H -2.379 1.716 -0.617  C1 1.067
10 H -0.915 1.171 -1.391  C1 1.092
11 H -2.389 -0.041 1.055  C2 1.106
12 H -1.297 -1.864 0.691  N3 1.030
13 H 3.400 0.205 0.884  O6 0.937
14 H 0.997 -2.442 -0.524  O5 0.988


Top of the stability list: arrangement b, leading by 3.692 eV.


Arrangement a

C22H26N2O4 | ωB97M-V/def2-TZVPD

Output
LUMO level: 0.71 eV
Orbital gap: 8.49 eV

Last columns: bonded neighbours and bond lengths (Å).
CARTESIAN COORDINATES (ANGSTROEM)
1 C 7.944 1.568 0.168  C2 1.530, H29 1.088, H30 1.088, H31 1.088
2 C 7.206 0.613 -0.772  C1 1.530, C3 1.502, H32 1.092, H33 1.092
3 C 5.821 0.334 -0.262  C2 1.502, C4 1.389, C28 1.388
4 C 5.579 -0.720 0.609  C3 1.389, C5 1.379, H34 1.081
5 C 4.313 -0.956 1.103  C4 1.379, C6 1.396, H35 1.082
6 C 3.241 -0.135 0.751  C5 1.396, N7 1.392, C27 1.392
7 N 2.007 -0.367 1.351  C6 1.392, C8 1.448, H36 1.013
8 C 0.756 0.060 0.761  N7 1.448, C9 1.526, C25 1.535, H37 1.092
9 C -0.409 -0.190 1.715  C8 1.526, C10 1.514, H38 1.090, H39 1.091
10 C -1.098 -1.425 1.175  C9 1.514, O11 1.201, N12 1.382
11 O -1.954 -2.081 1.705  C10 1.201
12 N -0.564 -1.692 -0.071  C10 1.382, C13 1.449, C25 1.376
13 C -1.143 -2.678 -0.961  N12 1.449, C14 1.539, H40 1.092, H41 1.092
14 C -2.020 -1.994 -2.025  C13 1.539, C15 1.503, H42 1.090, H43 1.091
15 C -2.920 -0.995 -1.353  C14 1.503, C16 1.381, C24 1.394
16 C -4.080 -1.386 -0.715  C15 1.381, C17 1.387, H44 1.079
17 C -4.827 -0.473 0.015  C16 1.387, C18 1.384, H45 1.078
18 C -4.420 0.845 0.127  C17 1.384, O19 1.362, C21 1.412
19 O -5.064 1.812 0.839  C18 1.362, C20 1.405
20 C -6.229 1.455 1.541  O19 1.405, H46 1.089, H47 1.095, H48 1.095
21 C -3.245 1.259 -0.537  C18 1.412, O22 1.365, C24 1.382
22 O -2.906 2.572 -0.380  C21 1.365, C23 1.405
23 C -1.809 3.067 -1.104  O22 1.405, H49 1.095, H50 1.089, H51 1.096
24 C -2.517 0.336 -1.265  C15 1.394, C21 1.382, H52 1.079
25 C 0.428 -0.819 -0.454  C8 1.535, N12 1.376, O26 1.203
26 O 0.979 -0.822 -1.523  C25 1.203
27 C 3.481 0.924 -0.121  C6 1.392, C28 1.382, H53 1.078
28 C 4.752 1.147 -0.613  C3 1.388, C27 1.382, H54 1.081
29 H 7.406 2.511 0.247  C1 1.088
30 H 8.020 1.135 1.163  C1 1.088
31 H 8.947 1.769 -0.202  C1 1.088
32 H 7.767 -0.321 -0.849  C2 1.092
33 H 7.150 1.060 -1.767  C2 1.092
34 H 6.390 -1.373 0.896  C4 1.081
35 H 4.143 -1.786 1.776  C5 1.082
36 H 1.947 -1.287 1.770  N7 1.013
37 H 0.853 1.108 0.472  C8 1.092
38 H -0.085 -0.338 2.745  C9 1.090
39 H -1.132 0.627 1.706  C9 1.091
40 H -1.746 -3.340 -0.336  C13 1.092
41 H -0.334 -3.238 -1.436  C13 1.092
42 H -2.599 -2.760 -2.541  C14 1.090
43 H -1.374 -1.493 -2.746  C14 1.091
44 H -4.408 -2.413 -0.770  C16 1.079
45 H -5.725 -0.811 0.506  C17 1.078
46 H -6.559 2.364 2.041  C20 1.089
47 H -7.017 1.108 0.864  C20 1.095
48 H -6.027 0.682 2.290  C20 1.095
49 H -1.945 2.939 -2.183  C23 1.095
50 H -1.759 4.130 -0.870  C23 1.089
51 H -0.870 2.588 -0.803  C23 1.096
52 H -1.613 0.636 -1.775  C24 1.079
53 H 2.680 1.575 -0.433  C27 1.078
54 H 4.913 1.971 -1.294  C28 1.081


Arrangement b

C22H26N2O4 | ωB97M-V/def2-TZVPD

Output
LUMO level: 0.65 eV
Orbital gap: 8.98 eV

Last columns: bonded neighbours and bond lengths (Å).
CARTESIAN COORDINATES (ANGSTROEM)
1 O 1.853 0.986 2.213  C2 1.208
2 C 2.420 1.196 1.167  O1 1.208, N3 1.348, O21 1.352
3 N 3.184 0.320 0.483  C2 1.348, C4 1.452, H29 1.008
4 C 3.568 -1.014 0.911  N3 1.452, C5 1.530, C20 1.538, H30 1.101
5 C 4.303 -1.686 -0.250  C4 1.530, C6 1.543, H31 1.091, H32 1.091
6 C 3.516 -1.684 -1.577  C5 1.543, C7 1.528, H33 1.093, H34 1.091
7 C 2.145 -1.009 -1.580  C6 1.528, O8 1.217, N9 1.353
8 O 1.898 -0.108 -2.359  C7 1.217
9 N 1.213 -1.538 -0.755  C7 1.353, C10 1.446, C19 1.443
10 C -0.157 -1.083 -0.831  N9 1.446, C11 1.537, H35 1.097, H36 1.093
11 C -0.666 -0.396 0.446  C10 1.537, O12 1.407, H37 1.091, H38 1.097
12 O -1.945 0.157 0.249  C11 1.407, C13 1.361
13 C -3.048 -0.642 0.267  O12 1.361, C14 1.390, C18 1.397
14 C -3.067 -2.003 0.551  C13 1.390, C15 1.386, H39 1.079
15 C -4.269 -2.692 0.555  C14 1.386, C16 1.381, H40 1.081
16 C -5.458 -2.046 0.276  C15 1.381, C17 1.387, H41 1.079
17 C -5.442 -0.688 -0.006  C16 1.387, C18 1.378, H42 1.080
18 C -4.253 0.008 -0.010  C13 1.397, C17 1.378, H43 1.078
19 C 1.577 -2.497 0.262  N9 1.443, C20 1.531, H44 1.091, H45 1.095
20 C 2.376 -1.854 1.399  C4 1.538, C19 1.531, H46 1.091, H47 1.089
21 O 2.381 2.367 0.491  C2 1.352, C22 1.423
22 C 1.411 3.317 0.916  O21 1.423, C23 1.510, H48 1.096, H49 1.095
23 C 0.120 3.199 0.141  C22 1.510, C24 1.388, C28 1.389
24 C 0.092 2.612 -1.116  C23 1.388, C25 1.384, H50 1.080
25 C -1.097 2.529 -1.819  C24 1.384, C26 1.383, H51 1.080
26 C -2.264 3.038 -1.278  C25 1.383, C27 1.384, H52 1.080
27 C -2.241 3.621 -0.023  C26 1.384, C28 1.383, H53 1.081
28 C -1.056 3.699 0.685  C23 1.389, C27 1.383, H54 1.081
29 H 3.595 0.676 -0.366  N3 1.008
30 H 4.262 -0.916 1.761  C4 1.101
31 H 4.544 -2.707 0.049  C5 1.091
32 H 5.250 -1.164 -0.400  C5 1.091
33 H 3.363 -2.708 -1.926  C6 1.093
34 H 4.092 -1.170 -2.348  C6 1.091
35 H -0.803 -1.936 -1.071  C10 1.097
36 H -0.211 -0.363 -1.650  C10 1.093
37 H -0.031 0.456 0.689  C11 1.091
38 H -0.665 -1.082 1.302  C11 1.097
39 H -2.160 -2.542 0.779  C14 1.079
40 H -4.268 -3.749 0.779  C15 1.081
41 H -6.389 -2.592 0.279  C16 1.079
42 H -6.365 -0.170 -0.222  C17 1.080
43 H -4.216 1.065 -0.221  C18 1.078
44 H 0.662 -2.937 0.662  C19 1.091
45 H 2.158 -3.307 -0.190  C19 1.095
46 H 2.755 -2.647 2.045  C20 1.091
47 H 1.735 -1.207 1.997  C20 1.089
48 H 1.224 3.185 1.988  C22 1.096
49 H 1.865 4.299 0.747  C22 1.095
50 H 0.998 2.205 -1.542  C24 1.080
51 H -1.107 2.066 -2.795  C25 1.080
52 H -3.189 2.978 -1.833  C26 1.080
53 H -3.150 4.013 0.410  C27 1.081
54 H -1.041 4.149 1.668  C28 1.081


Top of the stability list: arrangement b, leading by 0.442 eV.


Arrangement a

CH4 | ωB97M-V/def2-TZVPD

Output
LUMO level: 1.32 eV
Orbital gap: 14.27 eV

Last columns: bonded neighbours and bond lengths (Å).
CARTESIAN COORDINATES (ANGSTROEM)
1 C 0.002 -0.012 -0.011  H2 1.054, H3 1.139, H4 1.068, H5 1.137
2 H -0.603 -0.580 -0.660  C1 1.054
3 H 1.071 -0.394 0.089  C1 1.139
4 H -0.524 -0.044 0.918  C1 1.068
5 H 0.045 1.091 -0.282  C1 1.137


Arrangement b

CH4 | ωB97M-V/def2-TZVPD

Output
LUMO level: 1.30 eV
Orbital gap: 13.49 eV

Last columns: bonded neighbours and bond lengths (Å).
CARTESIAN COORDINATES (ANGSTROEM)
1 C 0.046 -0.072 -0.084  H2 1.082, H3 1.094, H4 1.170, H5 1.055
2 H -0.347 -0.940 0.428  C1 1.082
3 H 1.087 0.174 0.141  C1 1.094
4 H -0.363 0.830 0.539  C1 1.170
5 H -0.423 0.009 -1.025  C1 1.055


Arrangement c

CH4 | ωB97M-V/def2-TZVPD

Output
LUMO level: 1.27 eV
Orbital gap: 13.26 eV

Last columns: bonded neighbours and bond lengths (Å).
CARTESIAN COORDINATES (ANGSTROEM)
1 C -0.091 0.006 -0.060  H2 1.236, H3 1.035, H4 1.062, H5 1.069
2 H 1.035 -0.086 -0.562  C1 1.236
3 H -0.179 1.000 0.215  C1 1.035
4 H 0.262 -0.524 0.790  C1 1.062
5 H -1.027 -0.396 -0.383  C1 1.069


Top of the stability list: arrangement a, leading by 0.248 eV.


Arrangement a

C2H5ClS | ωB97M-V/def2-TZVPD

Output
LUMO level: 0.36 eV
Orbital gap: 9.65 eV

Last columns: bonded neighbours and bond lengths (Å).
CARTESIAN COORDINATES (ANGSTROEM)
1 C -0.750 0.555 -0.441  C2 1.484, H5 1.089, H6 1.086, H7 1.088
2 C 0.465 0.265 0.359  C1 1.484, S3 2.211, Cl4 1.735, H8 1.083
3 S 1.101 -1.820 -0.012  C2 2.211, H9 1.322
4 Cl 1.852 1.194 -0.112  C2 1.735
5 H -0.556 0.391 -1.501  C1 1.089
6 H -1.579 -0.071 -0.125  C1 1.086
7 H -1.022 1.601 -0.307  C1 1.088
8 H 0.366 0.238 1.438  C2 1.083
9 H 0.123 -2.354 0.700  S3 1.322


Arrangement b

C2H5ClS | ωB97M-V/def2-TZVPD

Output
LUMO level: 0.83 eV
Orbital gap: 9.63 eV

Last columns: bonded neighbours and bond lengths (Å).
CARTESIAN COORDINATES (ANGSTROEM)
1 C 1.289 0.460 0.075  H5 1.115, H6 1.089, H7 1.146
2 C -0.666 -0.108 -0.467  S3 1.748, Cl4 1.759, H8 1.042
3 S -1.027 -1.746 0.026  C2 1.748, H9 1.401
4 Cl -1.709 1.091 0.287  C2 1.759
5 H 1.582 -0.449 0.650  C1 1.115
6 H 1.874 0.605 -0.832  C1 1.089
7 H 1.203 1.446 0.652  C1 1.146
8 H -0.661 0.134 -1.481  C2 1.042
9 H -1.884 -1.434 1.090  S3 1.401


Top of the stability list: arrangement a, leading by 1.431 eV.


Arrangement a

C3H5NS3 | ωB97M-V/def2-TZVPD

Output
LUMO level: -0.43 eV
Orbital gap: 8.25 eV

Last columns: bonded neighbours and bond lengths (Å).
CARTESIAN COORDINATES (ANGSTROEM)
1 C -1.248 2.650 1.143  N2 1.275, H8 1.106, H9 1.148
2 N -1.092 1.569 0.485  C1 1.275, S3 1.668
3 S 0.177 0.535 0.806  N2 1.668, C4 1.717
4 C -0.173 -0.763 -0.261  S3 1.717, S5 1.612, C6 1.536
5 S -1.471 -1.029 -1.179  C4 1.612
6 C 0.961 -1.797 -0.178  C4 1.536, S7 1.880, H10 1.124, H11 1.052
7 S 2.228 -1.456 -1.525  C6 1.880, H12 1.335
8 H -0.471 3.172 1.733  C1 1.106
9 H -2.274 3.159 1.072  C1 1.148
10 H 0.639 -2.854 -0.387  C6 1.124
11 H 1.444 -1.775 0.756  C6 1.052
12 H 1.280 -1.410 -2.464  S7 1.335


Arrangement b

C3H5NS3 | ωB97M-V/def2-TZVPD

Output
LUMO level: -1.52 eV
Orbital gap: 7.48 eV

Last columns: bonded neighbours and bond lengths (Å).
CARTESIAN COORDINATES (ANGSTROEM)
1 S -2.243 1.381 1.381  C2 1.708
2 C -0.727 0.940 0.729  S1 1.708, C3 1.496, C6 1.483
3 C -0.613 0.820 -0.757  C2 1.496, N4 1.312, H8 1.279
4 N 0.384 0.055 -1.131  C3 1.312, S5 1.703
5 S 0.500 -0.441 -2.756  N4 1.703, H9 1.685
6 C 0.424 0.407 1.499  C2 1.483, S7 2.030, H10 0.988, H11 1.071
7 S -0.074 -1.548 1.266  C6 2.030, H12 1.513
8 H -1.596 0.733 -1.572  C3 1.279
9 H 1.155 -1.971 -2.492  S5 1.685
10 H 0.299 0.624 2.454  C6 0.988
11 H 1.373 0.605 1.044  C6 1.071
12 H 1.118 -1.606 0.336  S7 1.513


Top of the stability list: arrangement a, leading by 2.731 eV.